{"formula": "C45H95N7O13V", "method": "ωB97M-V/def2-TZVPD", "spin_multiplicity": 1, "gap_ev": 6.60, "largest_force_ha_per_bohr": 0.1438, "total_charge": -1, "lumo_ev": 1.026, "e_above_lowest_kcal_mol": 0.0, "e_tot_ha": -4076.4635, "homo_energy_ev": -5.6, "species": ["O", "V", "O", "N", "O", "O", "O", "N", "O", "O", "O", "C", "C", "C", "C", "C", "C", "N", "O", "C", "C", "C", "H", "H", "H", "H", "H", "H", "H", "H", "H", "H", "H", "H", "H", "H", "H", "H", "H", "H", "H", "C", "C", "C", "C", "C", "C", "N", "O", "C", "C", "C", "H", "H", "H", "H", "H", "H", "H", "H", "H", "H", "H", "H", "H", "H", "H", "H", "H", "H", "H", "C", "C", "C", "C", "C", "C", "N", "O", "C", "C", "C", "H", "H", "H", "H", "H", "H", "H", "H", "H", "H", "H", "H", "H", "H", "H", "H", "H", "H", "H", "C", "C", "C", "C", "C", "C", "N", "O", "C", "C", "C", "H", "H", "H", "H", "H", "H", "H", "H", "H", "H", "H", "H", "H", "H", "H", "H", "H", "H", "H", "C", "C", "C", "C", "C", "C", "N", "O", "C", "C", "C", "H", "H", "H", "H", "H", "H", "H", "H", "H", "H", "H", "H", "H", "H", "H", "H", "H", "H", "H"], "coordinates": [[2.3326, -1.2814, 4.5251], [2.0672, 0.2551, 4.2261], [3.1169, 1.0441, 5.1912], [0.5625, 0.4680, 1.1896], [-0.5633, 0.6020, 0.8153], [1.4587, 1.1329, 0.7166], [0.9073, -0.2431, 2.0845], [-0.1361, 2.6351, 3.2997], [-0.2487, 3.6089, 2.5865], [-1.0776, 1.8998, 3.4295], [0.9512, 2.3170, 3.7919], [3.1579, -0.5140, -3.3625], [1.7772, -1.1060, -3.8574], [2.0871, -2.6129, -4.2237], [0.8463, -3.4369, -4.4607], [-0.0486, -3.2880, -3.2482], [-0.4817, -1.8165, -2.8229], [0.8159, -1.0169, -2.7437], [0.6597, 0.3426, -2.3074], [-1.6547, -1.2667, -3.7354], [-1.0174, -1.8790, -1.4159], [1.3016, -0.4048, -5.1637], [3.5435, -1.1066, -2.5329], [2.9929, 0.5218, -3.0658], [3.9587, -0.4491, -4.0990], [2.6380, -2.6379, -5.1639], [2.5909, -3.0905, -3.3834], [1.1047, -4.4860, -4.6050], [0.3352, -3.1539, -5.3809], [0.4989, -3.8493, -2.4909], [-0.9454, -3.7987, -3.5989], [-1.6492, -0.1774, -3.6976], [-1.6041, -1.6600, -4.7507], [-2.5740, -1.7741, -3.4429], [-1.9243, -2.4833, -1.4384], [-0.3162, -2.3065, -0.6993], [-1.3808, -0.8932, -1.1256], [0.3892, -0.6647, -5.7004], [2.0058, -0.5189, -5.9878], [1.2070, 0.6803, -5.1206], [1.3312, 0.4223, -1.6259], [-3.0951, 4.1774, -3.7390], [-1.5587, 4.3580, -3.8630], [-1.3351, 5.8867, -3.9385], [0.0878, 6.3557, -3.7500], [0.9164, 5.8023, -2.6615], [0.7288, 4.2770, -2.5018], [-0.7472, 3.9007, -2.7058], [-1.1299, 2.6687, -2.1691], [1.7053, 3.4945, -3.4431], [1.1156, 3.9940, -0.9903], [-0.9899, 3.7386, -5.2084], [-3.5815, 4.3935, -4.6902], [-3.6311, 4.7797, -3.0056], [-3.2366, 3.1282, -3.4798], [-1.5558, 6.0800, -4.9883], [-1.9491, 6.4795, -3.2604], [0.0882, 7.4373, -3.6143], [0.4993, 6.3053, -4.7581], [0.5134, 6.1917, -1.7265], [1.9726, 6.0635, -2.7265], [1.4885, 2.4300, -3.3529], [1.6116, 3.7704, -4.4934], [2.7420, 3.5182, -3.1072], [0.6248, 4.6294, -0.2531], [0.9120, 2.9347, -0.8334], [2.1365, 4.2401, -0.6982], [-0.1783, 4.3347, -5.6256], [-1.7868, 3.7405, -5.9520], [-0.5837, 2.7318, -5.1101], [-0.7956, 2.0664, -2.8378], [-5.4389, -0.3639, 4.0397], [-5.0525, 0.1037, 2.6187], [-6.0388, -0.6933, 1.6826], [-7.4631, -0.0967, 1.5743], [-7.3670, 1.4528, 1.4366], [-6.4458, 2.2621, 2.4821], [-5.1056, 1.5865, 2.4278], [-4.1439, 2.2258, 3.2006], [-6.3505, 3.6117, 1.7611], [-7.1131, 2.2133, 3.8652], [-3.6534, -0.4768, 2.2091], [-6.4459, -0.6831, 4.3083], [-5.0920, 0.3244, 4.8104], [-4.7638, -1.1979, 4.2317], [-5.6473, -0.6886, 0.6654], [-6.1326, -1.7156, 2.0491], [-8.1299, -0.3304, 2.4043], [-8.0173, -0.5045, 0.7289], [-8.4203, 1.7317, 1.4084], [-6.9297, 1.6655, 0.4611], [-5.4790, 4.0958, 2.2019], [-6.1076, 3.5535, 0.7001], [-7.2413, 4.2055, 1.9658], [-7.8270, 3.0196, 4.0336], [-7.7440, 1.3576, 4.1057], [-6.4294, 2.4522, 4.6798], [-3.3791, -0.2370, 1.1818], [-3.5386, -1.5498, 2.3626], [-2.9384, 0.0909, 2.8046], [-4.5852, 2.3162, 4.0483], [4.8365, -0.5973, 0.1838], [5.4708, -0.1487, 1.5156], [7.0255, 0.0749, 1.2598], [7.4353, 1.3990, 0.6889], [6.8161, 2.5501, 1.4910], [5.2814, 2.4349, 1.8733], [4.9608, 1.0245, 2.2234], [3.6441, 0.8425, 2.5439], [5.1498, 3.2339, 3.2373], [4.5069, 2.9474, 0.6580], [5.4017, -1.4140, 2.4539], [5.2893, -1.3872, -0.4154], [3.7539, -0.6690, 0.2886], [5.0338, 0.1530, -0.5818], [7.6347, -0.2395, 2.1072], [7.2425, -0.6900, 0.5142], [8.5171, 1.4978, 0.5986], [7.1243, 1.3337, -0.3537], [7.0638, 3.3793, 0.8284], [7.4016, 2.7142, 2.3957], [5.8992, 2.8097, 3.9056], [4.1375, 3.1561, 3.6340], [5.3545, 4.2816, 3.0167], [3.9965, 3.8881, 0.8646], [3.6239, 2.3747, 0.3745], [5.0824, 3.0267, -0.2643], [4.9157, -1.1874, 3.4029], [4.9371, -2.3153, 2.0540], [6.3903, -1.7620, 2.7536], [3.1932, 1.1320, 1.7474], [-2.4620, -4.4869, 3.0633], [-1.3691, -5.4781, 2.4157], [-1.9444, -5.8515, 1.1102], [-0.9500, -6.3189, 0.0658], [0.2186, -5.3073, -0.0634], [0.9736, -5.0254, 1.3502], [-0.1394, -4.6835, 2.2831], [0.2539, -4.0541, 3.4186], [1.8385, -6.2673, 1.6965], [1.8989, -3.7765, 1.0711], [-1.1366, -6.7526, 3.2960], [-2.3361, -4.4747, 4.1460], [-3.4543, -4.8317, 2.7723], [-2.4176, -3.5123, 2.5771], [-2.5602, -6.7361, 1.2730], [-2.6326, -5.1032, 0.7172], [-1.5071, -6.6402, -0.8142], [-0.5653, -7.2874, 0.3854], [-0.2616, -4.4085, -0.4501], [0.8346, -5.6005, -0.9135], [1.9546, -6.5212, 2.7501], [1.4448, -7.1523, 1.1968], [2.8427, -6.1010, 1.3068], [2.6410, -3.6736, 1.8629], [2.3830, -3.9680, 0.1135], [1.3438, -2.8389, 1.0387], [-0.4726, -6.6902, 4.1581], [-0.5330, -7.5374, 2.8401], [-2.0520, -7.2768, 3.5706], [0.0626, -3.1408, 3.1928]], "forces_ev_per_angstrom": [[-0.86, 1.37, -0.22], [3.02, 2.19, -0.25], [-2.50, -1.72, -1.57], [-0.77, 2.74, -1.68], [-2.02, -0.74, -0.51], [2.97, 2.37, -2.65], [0.76, -4.53, 5.80], [-2.29, 0.01, -2.36], [0.97, 1.86, -0.21], [-1.85, -1.89, 1.31], [4.02, -1.49, 1.90], [-1.06, 0.32, -0.27], [0.59, -0.42, -1.04], [-0.87, 0.64, -0.02], [-0.10, 0.81, -0.14], [-0.59, 0.51, -0.96], [1.28, -0.26, -0.42], [0.05, -1.14, -0.16], [-0.57, -0.85, -1.11], [1.29, -1.16, 0.01], [-0.82, 0.16, 0.04], [0.40, 0.89, -0.88], [-0.22, 0.08, 0.16], [0.07, -0.01, 0.30], [-0.30, -0.37, -0.46], [0.70, 0.19, 0.36], [0.52, 0.17, -0.09], [0.06, -0.14, 0.13], [-0.07, 0.29, -0.11], [-0.60, 0.31, 0.62], [-0.47, -0.25, 0.94], [-0.46, -0.14, -0.04], [0.66, 0.52, -0.38], [-0.21, 0.66, 0.70], [-0.01, -0.37, 0.13], [0.03, 0.32, -0.03], [0.41, 0.09, 0.35], [-0.45, -0.78, 0.87], [0.67, -0.26, 0.20], [0.12, 0.20, 0.73], [-0.13, 0.15, 0.65], [0.72, -1.20, 0.14], [1.50, 0.96, 0.28], [0.27, -0.37, -0.14], [0.31, 1.51, -1.88], [-1.03, -1.41, 0.73], [0.42, -0.10, 0.78], [-0.01, 2.04, 0.98], [0.36, 0.31, -0.80], [-0.71, -0.51, 0.67], [-0.49, -0.53, -0.92], [-0.81, 0.29, 0.30], [0.22, -0.11, -0.18], [0.63, 0.10, 0.31], [-0.47, -0.06, -0.08], [-0.57, 0.71, 0.08], [-0.52, -0.50, -0.04], [-0.32, 0.30, 0.05], [0.89, -0.51, 0.02], [0.16, 0.33, 0.09], [-0.01, -0.07, -0.09], [-0.33, -0.18, -0.18], [0.15, 0.15, 0.08], [0.09, 0.64, -0.01], [-1.00, -0.30, -0.32], [0.10, 0.19, 0.65], [0.55, -0.33, -0.91], [0.01, 0.16, 0.20], [0.00, -0.20, -0.17], [-0.27, -0.15, 0.21], [0.15, -1.08, 0.20], [1.77, -0.14, 0.86], [-1.25, -1.48, -0.70], [-1.00, 1.29, -0.18], [0.79, 0.94, 0.57], [0.41, -1.33, 0.24], [-1.17, -2.47, -2.20], [-1.06, -1.05, -1.70], [-0.37, 0.17, 0.09], [1.08, 0.47, 1.68], [-0.38, 1.47, 0.45], [-0.03, 1.81, 0.73], [-0.15, 0.26, -0.60], [-0.17, 0.39, 0.02], [-0.28, -0.46, 0.11], [0.23, -0.16, -0.01], [0.44, -0.08, -0.05], [0.29, -0.12, 0.52], [0.24, 0.03, -0.33], [0.11, 0.97, 0.27], [-0.07, -0.03, -0.06], [-0.07, 0.55, 0.06], [-0.33, -0.36, 0.12], [0.00, 0.05, -0.22], [-0.16, 0.45, -0.63], [0.70, -0.48, -0.24], [0.32, -0.55, 0.14], [-0.33, 0.05, -0.08], [-0.34, 0.10, 0.19], [0.44, -0.37, 0.10], [0.34, 0.14, 0.83], [-0.33, 2.02, -0.88], [2.28, -1.64, 0.14], [-0.45, -1.25, -0.14], [-0.85, -0.45, 0.11], [0.39, -0.44, -0.41], [1.46, -0.16, 0.20], [2.43, -0.62, 0.37], [-1.59, 0.15, 0.18], [-0.45, -0.39, -1.80], [-1.43, 0.38, 0.02], [0.09, 0.30, 0.73], [-0.02, -0.98, 1.17], [-0.03, -0.40, -0.17], [-0.44, 0.93, 0.04], [-0.28, 0.42, 0.44], [0.21, -0.21, -0.07], [0.12, 0.04, 0.40], [-0.43, 0.74, -0.19], [-0.80, 0.75, 0.41], [0.02, -0.24, 0.11], [-0.28, 0.13, 0.14], [0.10, -0.09, 0.13], [0.12, 0.09, 0.17], [0.48, 0.44, 0.02], [0.01, -0.61, 0.16], [0.24, 0.08, 0.20], [-0.22, 0.10, -0.11], [-0.38, 0.35, -0.39], [0.25, 0.23, -0.14], [-1.65, -0.17, -0.51], [0.83, -1.38, -0.41], [0.24, 1.23, 2.50], [-0.48, -1.31, -1.51], [0.83, -0.20, 0.74], [-1.06, -0.27, 0.28], [-1.18, 0.14, -1.57], [-0.21, -0.78, -3.24], [0.52, 0.35, 1.33], [0.01, 0.15, -0.27], [-0.75, -0.96, 0.78], [0.43, -0.58, -0.03], [-0.19, 0.41, -0.11], [-0.10, -0.43, 0.41], [0.55, 0.10, 0.30], [-0.46, 0.05, 0.27], [0.32, 0.36, -0.09], [0.25, 0.78, -0.59], [0.33, -0.13, 0.35], [0.20, 0.45, 0.52], [0.78, -0.24, 0.44], [-0.23, 0.40, 0.13], [-0.03, -0.09, 0.05], [0.09, -0.07, -0.07], [0.11, -0.03, -0.04], [0.16, 0.17, 0.04], [-0.16, -0.08, -0.16], [-0.53, 1.15, 0.54], [-0.17, 0.03, -1.22], [-0.23, 0.32, 0.19], [0.20, 0.51, 0.47]], "mulliken_charge": [-0.62, 1.15, -0.50, 0.74, -0.38, -1.01, -0.57, 1.18, -0.67, -0.71, -0.72, -2.28, 1.88, -1.26, -0.89, -0.85, 2.27, 0.12, 1.32, -1.59, -1.65, -1.61, 0.39, 0.28, 0.45, 0.44, 0.25, 0.45, 0.43, -0.19, 0.62, -0.08, 0.40, 0.57, 0.51, -0.54, 0.52, 0.26, 0.52, 0.05, -0.45, -1.75, 1.34, -1.08, -1.07, -0.92, 1.82, -0.04, -0.02, -1.34, -2.23, -1.22, 0.41, 0.36, 0.33, 0.29, 0.45, 0.44, 0.39, 0.50, 0.35, 0.09, 0.31, 0.48, 0.45, 0.29, 0.43, 0.36, 0.49, -0.11, -0.07, -1.80, 2.06, -1.29, -0.76, -1.24, 1.64, 0.15, -0.25, -1.89, -1.49, -1.95, 0.31, 0.27, 0.44, 0.43, 0.38, 0.35, 0.45, 0.33, 0.43, 0.43, 0.38, 0.38, 0.47, 0.26, 0.27, 0.51, 0.08, 0.41, 0.31, -2.26, 2.22, -1.66, -0.72, -1.21, 1.70, -0.38, 1.72, -1.82, -1.03, -1.59, 0.59, 0.29, 0.49, 0.51, 0.44, 0.44, 0.34, 0.38, 0.46, 0.47, 0.16, 0.47, 0.51, -0.50, 0.37, 0.22, 0.18, 0.43, -0.04, -2.03, 1.55, -1.21, -1.50, -0.67, 2.04, 1.23, -0.57, -1.89, -2.04, -1.93, 0.42, 0.50, 0.27, 0.47, 0.46, 0.37, 0.43, -0.41, 0.86, 0.34, 0.29, 0.47, 0.62, 0.48, -0.24, 0.37, 0.38, 0.44, 0.29]}